Density functional theory data (ωB97M-V with the def2-TZVPD basis set) for 2 unconnected molecules or ions with the total composition C4H6N2 at a distorted geometry.

XYZ file:
```
12
Properties=species:S:1:pos:R:3:forces:R:3
N -0.36621 -2.52057 -2.01153 0.045 0.766 0.823
C -0.32174 -1.72953 -1.16917 -0.037 -0.690 -0.706
C -0.25195 -0.72186 -0.10102 -0.005 -0.151 0.026
C 1.03581 0.13877 0.03938 0.228 -0.043 0.016
C 0.07804 1.33946 0.08950 -0.017 -0.086 0.120
N -0.93359 0.53512 -0.35689 -0.207 0.076 -0.029
H -0.53667 -1.17060 0.86354 0.033 0.062 -0.120
H 1.66350 -0.06156 0.90568 -0.099 0.031 -0.144
H 1.62897 0.14556 -0.87856 -0.113 0.006 0.116
H -0.00894 1.99961 1.09972 -0.005 0.045 0.103
H -0.05835 1.33188 1.86729 0.011 0.005 -0.187
H -1.92886 0.71371 -0.34794 0.165 -0.022 -0.019
```
Positions in Å, forces in eV/Å.

The calculation puts the LUMO energy at 0.4 eV. The value obtained for the HOMO energy is -8.40 eV. The value obtained for the relative energy (zero: lowest compared OMol25 entry of this formula, charge and spin) is 519.46 kJ/mol. Its largest force on an atom is 0.0219 hartree/bohr. As for the net charge: 0. As for the HOMO-LUMO gap: 8.845 eV.

=====

Density functional theory data (ωB97M-V with the def2-TZVPD basis set) for a single C4H6N2 molecule.

XYZ file:
```
12
Properties=species:S:1:pos:R:3:forces:R:3
C 0.88250 -0.37297 1.55380 0.051 0.026 0.344
C 1.06124 -0.16699 -0.79958 -0.472 -0.144 -0.300
C 0.06458 -0.10395 -1.73723 0.078 -0.033 -0.281
N -1.11391 0.39808 -1.18146 0.027 0.097 0.002
C -0.89834 0.63881 0.11019 0.225 -0.210 -0.123
N 0.37787 0.28286 0.35231 -0.072 -0.362 -0.122
H 0.98379 -1.42292 1.26475 -0.013 0.155 0.374
H 0.19416 -0.29515 2.39552 0.067 0.236 0.002
H 1.88141 -0.00710 1.78990 -0.191 0.114 0.081
H 0.06587 -0.52182 -2.73053 -0.075 0.350 -0.124
H -1.99229 0.54326 -1.65603 0.127 0.123 0.087
H -1.61991 1.12499 0.75790 0.248 -0.353 0.060
```
Positions in Å, forces in eV/Å.

The calculation puts the LUMO energy at 0.8 eV. The value obtained for the HOMO energy is -7.74 eV. The value obtained for the relative energy (zero: lowest compared OMol25 entry of this formula, charge and spin) is 265.78 kJ/mol. Its largest force on an atom is 0.0112 hartree/bohr. As for the net charge: 0. As for the HOMO-LUMO gap: 8.496 eV.